Model one:
14
Properties=species:S:1:pos:R:3:nbo_charge:R:1 method="wB97M-V/def2-TZVPD" homo_lumo_gap_ha=0.2749
S -1.29 -0.72 0.41 0.368
S -0.87 1.75 1.74 0.347
S 1.68 -0.54 -0.95 0.355
S 1.95 2.20 0.11 0.328
C -2.21 -0.48 1.87 -0.398
C -0.24 0.62 0.53 -0.434
C 3.25 0.27 -1.17 -0.377
C 3.39 1.48 -0.62 -0.387
C 0.89 0.76 -0.15 -0.407
C -2.00 0.64 2.48 -0.402
H -2.93 -1.22 2.29 0.254
H 3.97 -0.22 -1.76 0.239
H 4.38 2.12 -0.78 0.262
H -2.54 0.75 3.41 0.252

Model two:
14
Properties=species:S:1:pos:R:3:nbo_charge:R:1 method="wB97M-V/def2-TZVPD" homo_lumo_gap_ha=0.2722
S -0.08 1.72 2.39 0.382
S 1.29 -0.22 -1.44 0.343
S 2.56 -0.25 1.40 0.372
S -1.31 1.06 -0.18 0.322
C 1.19 0.22 0.29 -0.384
C -2.08 2.38 0.78 -0.378
C 2.34 -1.59 -0.97 -0.414
C 3.02 -1.43 0.30 -0.423
C -1.42 2.65 1.96 -0.440
C 0.13 0.86 0.83 -0.378
H 2.57 -2.36 -1.73 0.243
H -2.95 2.94 0.39 0.250
H 3.87 -2.05 0.66 0.245
H -1.72 3.47 2.74 0.262

model two is the least stable structure shown above.